{
  "formula": "C5H13N2S",
  "method": "the ωB97M-V functional and the def2-TZVPD basis",
  "energy_ha": -705.9996,
  "e_above_lowest_kcal_mol": 24.23,
  "lumo_ev": 3.66,
  "homo_lumo_gap_ev": 5.987,
  "smiles": "C[C@@H](C[S-])NCCN",
  "total_charge": -1,
  "species": ["H", "H", "N", "H", "H", "N", "H", "C", "C", "S", "H", "H", "C", "H", "C", "H", "C", "H", "H", "H", "H"],
  "positions_angstrom": [[1.683, -1.077, -1.225], [0.689, 2.379, -2.130], [1.135, 1.538, -2.445], [-0.027, -1.401, -1.066], [-0.710, 0.488, -2.242], [0.588, 0.177, 0.158], [1.441, 0.131, 0.694], [-1.870, -0.016, 0.950], [-0.399, -0.446, 1.107], [-2.978, -1.384, 1.339], [0.637, 0.780, 2.635], [2.073, 1.544, -2.076], [0.371, 0.335, -2.264], [-2.186, 0.875, 1.497], [0.186, -0.215, 2.533], [-0.347, -1.540, 1.058], [0.717, -0.596, -1.102], [0.420, -0.240, -3.214], [-0.561, -0.607, 3.226], [1.072, -0.852, 2.702], [-1.933, 0.127, -0.134]],
  "forces_ev_per_a": [[0.4, 0.1, 0.0], [-0.3, 0.0, 0.4], [0.2, 0.7, -0.4], [0.1, 0.0, -0.2], [0.1, 0.8, 0.5], [-0.5, -0.9, 0.3], [0.4, 0.1, -0.4], [0.7, -0.8, -1.0], [1.2, 0.4, 1.6], [-0.5, -0.4, 0.4], [-1.0, 0.3, 0.5], [-0.1, -0.4, 0.2], [-0.4, -1.6, -1.3], [0.5, 0.2, -0.1], [0.4, -0.7, -0.7], [-0.4, 0.1, -0.7], [-0.9, 1.0, 0.6], [0.4, -0.1, 0.3], [0.0, 0.8, 0.4], [-0.2, -0.2, -0.3], [-0.3, 0.6, 0.1]],
  "lowdin_charge": [0.099, 0.050, -0.017, 0.111, 0.102, -0.048, 0.067, -0.755, -0.515, 0.085, 0.064, 0.054, -0.316, 0.037, -0.101, 0.079, -0.224, 0.093, 0.061, 0.058, 0.015]
}